Entry 1:
Here is a 2-piece molecular cluster, C30H56BIN3O7S overall at a distorted geometry from OMol25. Energies are from ωB97M-V with the def2-TZVPD basis set.

The HOMO energy is -11.2033 eV. Its LUMO energy is -3.81 eV. The frontier orbital gap is 0.2718 Eh. As for the total charge: +1.

XYZ file:
```
99
C30H56BIN3O7S, DFT ωB97M-V with the def2-TZVPD basis set
C 1.259 1.030 3.195
C 0.460 -0.270 3.105
C -0.689 -0.203 2.103
C -1.298 -1.601 1.882
C -2.781 -1.589 1.496
C -3.116 -1.318 0.001
C -1.908 -1.099 -0.859
C -1.496 0.196 -1.238
C -2.225 1.427 -0.765
C -3.382 1.958 -1.655
C -4.776 1.516 -1.190
I -3.249 1.509 -3.753
C -0.354 0.298 -2.049
C 0.204 1.614 -2.475
C 1.258 2.126 -1.437
C 2.722 2.091 -1.901
C 3.703 1.930 -0.723
N 4.552 0.729 -0.884
C 4.132 -0.330 0.068
C 5.926 1.031 -0.584
C 6.938 0.260 -1.373
O 6.244 1.815 0.256
C 0.267 -0.923 -2.433
B 1.557 -0.981 -3.401
O 2.728 -1.363 -2.830
C 1.481 -0.651 -4.921
C 0.249 -1.288 -5.608
N -0.147 -2.097 -2.043
N -1.230 -2.166 -1.260
C -1.572 -3.562 -0.959
C -2.130 -4.260 -2.210
O -1.462 -5.474 -2.498
C -0.176 -5.303 -2.953
O 0.060 -4.636 -3.902
C 0.872 -6.027 -2.156
C 2.100 -5.156 -1.916
H 2.222 0.815 3.657
H 1.460 1.398 2.190
H 0.770 1.764 3.828
H 0.058 -0.506 4.091
H 1.117 -1.105 2.848
H -0.336 0.228 1.166
H -1.475 0.399 2.561
H -1.230 -2.117 2.840
H -0.668 -2.173 1.200
H -3.270 -0.851 2.128
H -3.221 -2.542 1.786
H -3.798 -0.487 -0.088
H -3.650 -2.174 -0.408
H -1.473 2.200 -0.658
H -2.635 1.251 0.228
H -3.353 3.041 -1.590
H -4.994 0.518 -1.562
H -5.517 2.179 -1.624
H -4.829 1.542 -0.103
H 0.632 1.559 -3.472
H -0.586 2.348 -2.538
H 1.124 1.583 -0.500
H 0.998 3.162 -1.227
H 2.902 1.314 -2.639
H 2.915 3.048 -2.384
H 4.312 2.823 -0.638
H 3.151 1.852 0.215
H 4.506 -0.107 1.069
H 3.048 -0.403 0.080
H 4.536 -1.283 -0.270
H 7.171 -0.646 -0.807
H 6.558 -0.059 -2.336
H 7.859 0.825 -1.447
H 2.564 -1.871 -2.026
H 1.499 0.418 -5.135
H 2.390 -1.042 -5.379
H -0.581 -0.590 -5.667
H -0.067 -2.199 -5.099
H 0.515 -1.584 -6.618
H -2.195 -3.648 -0.081
H -0.618 -4.021 -0.711
H -3.178 -4.504 -2.060
H -2.090 -3.603 -3.079
H 0.429 -6.289 -1.195
H 1.117 -6.976 -2.627
H 2.408 -4.674 -2.841
H 1.920 -4.413 -1.142
H 2.930 -5.776 -1.587
O -0.677 2.976 5.783
S -2.094 3.038 5.978
O -2.975 2.610 4.932
O -2.484 4.499 6.443
C -2.075 5.615 5.615
C -2.893 5.741 4.346
C -2.525 2.208 7.466
H -1.009 5.531 5.401
H -2.217 6.491 6.243
H -2.730 4.895 3.680
H -2.612 6.652 3.818
H -3.957 5.779 4.578
H -1.868 2.546 8.262
H -2.389 1.144 7.284
H -3.565 2.420 7.695
```

=====

Entry 2:
Here is a 5-piece molecular cluster, C21H41F10N6O7 overall at a distorted geometry from OMol25. Energies are from ωB97M-V with the def2-TZVPD basis set.

The HOMO energy is -11.5994 eV. Its LUMO energy is -2.80 eV. The frontier orbital gap is 0.3233 Eh. As for the total charge: +1. As for the energy relative to the best compared isomer or geometry (same formula, charge and spin): 0.00 kcal/mol.

XYZ file:
```
85
C21H41F10N6O7, DFT ωB97M-V with the def2-TZVPD basis set
N 0.283 -2.764 2.368
C 0.030 -2.415 0.987
C -1.018 -1.237 0.810
O -2.288 -1.878 0.892
C -0.815 -0.537 -0.605
N -0.868 0.921 -0.586
C 0.040 1.928 -0.662
N 1.395 1.864 -0.735
C 1.994 3.219 -0.886
O 3.221 3.187 -1.610
C 3.213 3.935 -2.736
F 4.420 3.778 -3.296
F 2.341 3.495 -3.641
F 3.076 5.231 -2.525
C 2.128 0.661 -0.629
F 2.040 -0.165 -1.684
F 1.663 0.083 0.531
C 3.671 0.777 -0.332
F 3.981 -0.341 0.369
F 3.971 1.755 0.531
C 4.672 0.740 -1.550
F 4.232 1.096 -2.746
F 5.204 -0.479 -1.672
F 5.702 1.538 -1.240
N -0.685 3.036 -0.653
C -1.986 2.808 -0.538
N -3.029 3.693 -0.510
N -2.079 1.458 -0.486
C -3.434 0.905 -0.370
C -4.005 1.235 1.075
C -4.665 0.031 1.777
O -3.339 0.600 2.148
H -0.571 -2.960 2.876
H 0.860 -2.075 2.834
H 0.967 -2.244 0.436
H -0.449 -3.293 0.507
H -0.867 -0.522 1.630
H -2.430 -2.418 0.102
H -1.631 -0.952 -1.224
H 0.082 -1.012 -1.009
H 2.199 3.605 0.120
H 1.345 3.879 -1.476
H -3.504 3.726 -1.416
H -2.629 4.626 -0.396
H -4.124 1.427 -1.051
H -3.546 -0.171 -0.520
H -4.457 2.227 1.228
H -4.606 -0.939 1.289
H -5.350 0.262 2.591
C -4.719 -3.453 5.027
C -4.978 -2.242 4.153
O -5.434 -2.652 2.863
H -3.974 -4.104 4.568
H -4.364 -3.153 6.014
H -5.630 -4.044 5.147
H -4.063 -1.665 4.017
H -5.734 -1.588 4.603
H -6.249 -3.154 2.988
C -8.842 -3.426 5.511
C -9.100 -2.214 4.636
O -9.552 -2.622 3.348
H -8.097 -4.078 5.051
H -8.487 -3.126 6.499
H -9.753 -4.018 5.632
H -8.184 -1.637 4.501
H -9.854 -1.560 5.086
H -10.366 -3.123 3.469
C 9.528 -1.448 -2.054
C 9.326 -0.946 -0.636
O 8.622 0.294 -0.635
H 10.084 -0.716 -2.642
H 10.075 -2.393 -2.061
H 8.566 -1.597 -2.552
H 10.287 -0.779 -0.150
H 8.762 -1.674 -0.045
H 7.769 0.144 -1.056
C 5.730 1.872 -6.780
C 4.370 2.529 -6.912
O 3.460 2.008 -5.945
H 5.645 0.791 -6.909
H 6.427 2.261 -7.523
H 6.148 2.045 -5.785
H 3.947 2.337 -7.897
H 4.449 3.613 -6.775
H 3.831 2.187 -5.075
```

=====

Entry 3:
Here is C2H5AuO2 as an isolated structure at a distorted geometry from OMol25. Energies are from ωB97M-V with the def2-TZVPD basis set.

The HOMO energy (spin up / spin down) is -13.8947 / -15.6588 eV. Its LUMO energy (spin up / spin down) is -6.33 / -9.03 eV. The expectation value of S² is 3.767. The frontier orbital gap (spin up / spin down) is 0.2780 / 0.2434 Eh. As for the total charge: +1. As for the energy relative to the best compared isomer or geometry (same formula, charge and spin): 66.31 kcal/mol. The spin multiplicity is 4.

XYZ file:
```
10
C2H5AuO2, DFT ωB97M-V with the def2-TZVPD basis set
C 0.499 -0.040 0.331
C -0.169 -0.791 -0.833
O -1.544 -0.936 -0.633
Au -1.942 0.488 0.339
H 0.551 -0.702 1.214
H 1.534 0.235 0.065
H 0.334 -1.773 -0.936
H 0.039 -0.230 -1.770
O -0.230 1.137 0.648
H 0.929 2.613 1.574
```

=====

Entry 4:
Here is a 2-piece molecular cluster, C10H13O2 overall at a distorted geometry from OMol25. Energies are from ωB97M-V with the def2-TZVPD basis set.

The HOMO energy is -4.0670 eV. Its LUMO energy is 3.27 eV. The frontier orbital gap is 0.2697 Eh. As for the total charge: -1. As for the energy relative to the best compared isomer or geometry (same formula, charge and spin): 42.07 kcal/mol.

XYZ file:
```
25
C10H13O2, DFT ωB97M-V with the def2-TZVPD basis set
C -0.915 -0.358 -0.577
C -1.462 2.824 1.324
C -2.827 2.663 1.431
C -0.710 1.776 0.717
C -1.501 0.691 0.364
C -3.590 1.564 1.133
C -2.924 0.574 0.381
H -0.922 3.641 1.751
H -3.348 3.542 1.797
H 0.328 2.057 0.424
H -4.627 1.420 1.406
H -0.114 -0.935 -0.130
H -0.491 0.120 -1.464
H -3.387 -0.371 0.133
H -1.479 -1.226 -0.948
C 2.564 -2.091 -0.378
C 3.909 -1.334 -0.611
C 1.528 -2.031 -1.481
O 1.654 -1.251 -2.454
O 0.531 -2.699 -1.142
H 2.934 -3.167 -0.343
H 2.094 -1.960 0.576
H 4.663 -2.056 -0.486
H 3.951 -0.539 0.167
H 4.141 -0.856 -1.589
```

=====

Entry 5:
Here is a 2-piece molecular cluster, C6H5Br overall at a distorted geometry from OMol25. Energies are from ωB97M-V with the def2-TZVPD basis set.

The HOMO energy (spin up / spin down) is -8.1544 / -8.1691 eV. Its LUMO energy (spin up / spin down) is -3.19 / -3.18 eV. The frontier orbital gap (spin up / spin down) is 0.1824 / 0.1832 Eh. As for the energy relative to the best compared isomer or geometry (same formula, charge and spin): 151.54 kcal/mol.

XYZ file:
```
12
C6H5Br, DFT ωB97M-V with the def2-TZVPD basis set
C 1.184 1.255 -1.863
C 0.137 -2.602 0.192
C 0.752 0.604 -0.942
C 0.028 -1.381 0.166
C -1.238 0.721 0.475
C -0.089 0.025 0.006
Br 1.603 0.869 2.731
H 2.007 1.575 -2.403
H 0.416 -3.584 0.029
H -1.277 1.860 0.234
H -1.563 0.512 1.508
H -1.960 0.147 -0.134
```